[1]
The following is a DFT calculation (the ωB97M-V functional and the def2-TZVPD basis) of a structure of composition C12H11NO.

The geometry in ORCA input format:
```
! wB97M-V def2-TZVPD RIJCOSX def2/J DEFGRID3
* xyz 0 1
C -0.866 -1.042 2.860
C -2.034 -0.438 2.478
C 0.319 -0.780 2.188
C -2.066 0.239 1.250
C 0.318 -0.018 1.034
C -0.901 0.590 0.601
C 2.241 -0.384 -1.549
C 2.753 0.215 -0.199
C 0.686 1.425 -0.770
C 1.312 0.466 0.182
C 0.910 0.230 -1.696
C -0.023 -0.487 -2.613
N -0.656 1.555 -0.302
O 2.701 -1.385 -2.098
H -0.966 -1.597 3.742
H -2.894 -0.656 3.028
H 1.107 -1.348 2.658
H -2.987 0.638 0.977
H 3.409 -0.648 0.162
H 3.439 0.994 -0.376
H 1.288 2.197 -1.097
H -0.813 0.213 -2.736
H -0.337 -1.496 -2.284
H 0.418 -0.537 -3.600
H -1.521 2.000 -0.617
*
```

Kohn-Sham gap (spin up / spin down) ... 0.278 / 0.278 Eh
Relative energy (zero: lowest compared OMol25 entry of this formula, charge and spin) ... 308.2 kJ/mol
E_HOMO (spin up / spin down) ... -7.4 / -7.4 eV
Strongest force on any atom ... 3.15 eV Å⁻¹
LUMO level (spin up / spin down) ... 0.1 / 0.1 eV

These are the natural (NBO) partial charges, in e, on atoms 1 to 5: atom 1 (C): -0.248, atom 2 (C): -0.163, atom 3 (C): -0.161, atom 4 (C): -0.282, atom 5 (C): -0.146

=====

[2]
The following is a DFT calculation (the ωB97M-V functional and the def2-TZVPD basis) of a structure of composition C12H12AsN2S4Sn.

The geometry in ORCA input format:
```
! wB97M-V def2-TZVPD RIJCOSX def2/J DEFGRID3
* xyz -1 1
Sn 0.000 0.000 0.000
S -3.831 -1.147 2.114
As -3.232 -0.802 0.379
S -2.045 1.232 0.403
S -1.274 -2.059 0.015
S -4.816 -0.983 -1.233
C 2.264 -2.386 -0.553
N 1.757 -1.026 -0.344
C 2.665 -0.117 -0.394
C 2.329 1.257 -0.213
C 3.212 2.319 -0.215
C 2.444 3.455 -0.005
C 1.144 3.017 0.111
N 1.078 1.690 -0.017
C 3.064 -2.929 0.609
C 4.245 -3.650 0.386
C 4.971 -4.170 1.460
C 4.519 -3.981 2.765
C 3.339 -3.278 2.999
C 2.613 -2.758 1.926
H 2.854 -2.424 -1.479
H 1.407 -3.051 -0.714
H 3.733 -0.332 -0.574
H 4.285 2.277 -0.350
H 2.790 4.479 0.057
H 0.265 3.627 0.282
H 4.606 -3.816 -0.626
H 5.885 -4.728 1.278
H 5.082 -4.390 3.601
H 2.980 -3.136 4.014
H 1.688 -2.215 2.116
H 0.254 -0.144 1.726
*
```

Kohn-Sham gap ... 0.207 Eh
Relative energy (zero: lowest compared OMol25 entry of this formula, charge and spin) ... 43.2 kJ/mol
E_HOMO ... -4.0 eV
Strongest force on any atom ... 7.83 eV Å⁻¹
LUMO level ... 1.7 eV

These are the natural (NBO) partial charges, in e, on atoms 1 to 5: atom 1 (Sn): 1.456, atom 2 (S): -0.642, atom 3 (As): 0.993, atom 4 (S): -0.645, atom 5 (S): -0.660

=====

[3]
The following is a DFT calculation (the ωB97M-V functional and the def2-TZVPD basis) of a structure of composition C12H12BN8RuSe4.

The geometry in ORCA input format:
```
! wB97M-V def2-TZVPD RIJCOSX def2/J DEFGRID3
* xyz 2 6
Ru 2.030 0.059 -1.356
C 2.180 0.216 2.906
C 2.820 0.156 1.671
N 1.921 0.105 0.688
N 0.696 0.134 1.262
C 0.838 0.193 2.602
B -0.572 0.095 0.383
N -0.520 -1.144 -0.543
C -1.376 -2.165 -0.755
C -0.811 -3.038 -1.660
C 0.427 -2.482 -1.965
N 0.587 -1.343 -1.290
N -0.567 1.354 -0.518
C -1.363 2.424 -0.741
C -0.754 3.259 -1.646
C 0.443 2.622 -1.959
N 0.548 1.484 -1.278
N -1.785 -0.064 1.337
C -2.816 0.667 1.663
C -3.580 -0.062 2.643
C -2.851 -1.254 2.826
N -1.781 -1.284 2.067
H 2.633 0.266 3.881
H 3.877 0.157 1.460
H -0.013 0.219 3.263
H -2.326 -2.218 -0.251
H -1.232 -3.955 -2.036
H 1.203 -2.843 -2.620
H -2.322 2.540 -0.272
H -1.126 4.193 -2.031
H 1.223 2.929 -2.635
H -3.011 1.646 1.263
H -4.484 0.263 3.137
H -3.073 -2.082 3.482
Se 1.851 0.006 -3.889
Se 3.276 1.276 -4.944
Se 5.507 -1.574 -2.882
Se 4.303 -0.757 -1.261
*
```

Kohn-Sham gap (spin up / spin down) ... 0.295 / 0.146 Eh
Relative energy (zero: lowest compared OMol25 entry of this formula, charge and spin) ... 30.7 kJ/mol
E_HOMO (spin up / spin down) ... -14.0 / -14.3 eV
Strongest force on any atom ... 0.93 eV Å⁻¹
LUMO level (spin up / spin down) ... -6.0 / -10.3 eV

These are the natural (NBO) partial charges, in e, on atoms 1 to 5: atom 1 (Ru): 0.437, atom 2 (C): -0.298, atom 3 (C): 0.011, atom 4 (N): -0.262, atom 5 (N): -0.353

=====

[4]
The following is a DFT calculation (the ωB97M-V functional and the def2-TZVPD basis) of the ion C12H12Br2F4NO4 with charge -1.

The geometry in ORCA input format:
```
! wB97M-V def2-TZVPD RIJCOSX def2/J DEFGRID3
* xyz -1 1
C 4.197 2.523 0.976
C 3.321 1.913 0.027
C 2.538 0.997 -1.134
C 0.988 0.728 -0.570
F 1.084 0.801 0.903
C 0.157 2.107 -1.027
O -0.194 2.316 -2.322
O -0.251 3.111 -0.031
N 0.284 -0.425 -1.164
C 0.994 -1.730 -1.204
C 1.886 -2.138 0.106
C 1.035 -2.382 1.485
O -0.056 -3.138 1.631
O 1.563 -1.732 2.729
C -1.197 -0.469 -1.056
C -1.847 -0.256 0.431
C -3.507 -0.097 0.299
F -4.063 -0.776 -0.897
Br -4.401 -0.892 1.949
C -3.877 1.527 0.359
F -3.108 2.304 -0.641
F -5.326 1.606 -0.033
Br -3.721 2.262 2.246
H 5.060 3.200 1.446
H 3.154 0.017 -1.286
H 2.461 1.677 -2.083
H 1.759 -1.690 -2.121
H 0.311 -2.681 -1.442
H 2.755 -1.361 0.360
H 2.448 -3.152 -0.142
H 2.060 -2.458 3.249
H -1.789 0.271 -1.784
H -1.550 -1.554 -1.409
H -1.480 0.726 0.974
H -1.688 -1.155 1.176
*
```

Kohn-Sham gap ... 0.253 Eh
SMILES ... C#CC[C@@](F)(C(=O)[O-])N(CCC(=O)O)CC[C@@](F)(Br)C(F)(F)Br
E_HOMO ... -4.5 eV
Strongest force on any atom ... 9.84 eV Å⁻¹
LUMO level ... 2.3 eV

These are the natural (NBO) partial charges, in e, on atoms 1 to 5: atom 1 (C): -0.356, atom 2 (C): 0.017, atom 3 (C): -0.480, atom 4 (C): 0.416, atom 5 (F): -0.388

=====

[5]
The following is a DFT calculation (the ωB97M-V functional and the def2-TZVPD basis) of a structure of composition C12H12BrNO5SZn.

The geometry in ORCA input format:
```
! wB97M-V def2-TZVPD RIJCOSX def2/J DEFGRID3
* xyz 2 1
C -0.245 -4.511 -0.796
C -0.625 -3.144 -0.332
O -1.698 -2.652 -0.417
N 0.459 -2.346 0.342
C 0.429 -2.550 1.814
C 0.585 -1.084 -0.099
C 1.069 -0.758 -1.352
S 1.587 -1.869 -2.648
C 1.108 0.594 -1.781
O 1.989 0.891 -2.675
C 0.119 1.528 -1.303
Br -0.304 2.921 -2.481
C -0.384 1.328 -0.071
C -1.368 2.211 0.606
C -0.641 3.148 1.628
C -1.158 4.568 1.466
O -2.111 4.985 2.045
O -0.487 5.336 0.562
C 0.136 0.135 0.717
O 0.190 0.200 1.906
H -0.046 -4.485 -1.865
H 0.679 -4.818 -0.307
H -1.016 -5.228 -0.531
H 0.294 -3.615 1.992
H 1.355 -2.227 2.271
H -0.440 -2.063 2.252
H 2.924 -1.896 -2.479
H -1.920 2.789 -0.128
H -2.011 1.561 1.194
H 0.441 3.129 1.487
H -0.833 2.828 2.646
H 0.442 5.082 0.542
Zn 1.480 0.010 -4.204
*
```

Kohn-Sham gap ... 0.153 Eh
E_HOMO ... -15.1 eV
Strongest force on any atom ... 1.44 eV Å⁻¹
LUMO level ... -10.9 eV

These are the natural (NBO) partial charges, in e, on atoms 1 to 5: atom 1 (C): -0.734, atom 2 (C): 0.727, atom 3 (O): -0.449, atom 4 (N): -0.435, atom 5 (C): -0.424

=====

[6]
The following is a DFT calculation (the ωB97M-V functional and the def2-TZVPD basis) of an isolated molecule of C12H12Cl2N2O3S.

The geometry in ORCA input format:
```
! wB97M-V def2-TZVPD RIJCOSX def2/J DEFGRID3
* xyz 0 1
C 3.133 2.516 -4.431
S 2.296 2.247 -2.843
C 1.399 0.690 -3.229
C 0.982 -0.039 -1.947
O 2.151 -0.271 -1.156
C -0.090 0.769 -1.184
N -0.412 0.241 0.181
N 0.234 0.847 1.292
C -0.121 0.546 2.588
O 0.212 1.362 3.432
C -1.043 -0.599 2.854
C -1.403 -0.918 4.180
C -2.313 -1.995 4.400
Cl -2.805 -2.385 6.052
C -2.848 -2.697 3.283
Cl -4.066 -3.934 3.463
C -2.462 -2.353 1.968
C -1.605 -1.254 1.761
C -1.278 -0.803 0.387
O -1.920 -1.254 -0.566
H 2.438 2.739 -5.248
H 3.777 1.681 -4.657
H 3.770 3.411 -4.317
H 0.567 0.900 -3.918
H 2.100 0.049 -3.778
H 0.524 -1.020 -2.173
H 2.491 0.559 -0.838
H 0.252 1.793 -1.060
H -0.985 0.804 -1.781
H 0.857 1.656 1.202
H -0.954 -0.387 4.976
H -2.876 -2.900 1.107
*
```

Kohn-Sham gap ... 0.320 Eh
SMILES ... CSC[C@@H](O)Cn1[nH]c(=O)c2cc(Cl)c(Cl)cc2c1=O
Relative energy (zero: lowest compared OMol25 entry of this formula, charge and spin) ... 78.5 kJ/mol
E_HOMO ... -8.9 eV
Strongest force on any atom ... 2.46 eV Å⁻¹
LUMO level ... -0.2 eV

These are the natural (NBO) partial charges, in e, on atoms 1 to 5: atom 1 (C): -0.732, atom 2 (S): 0.141, atom 3 (C): -0.540, atom 4 (C): 0.071, atom 5 (O): -0.709

=====

[7]
The following is a DFT calculation (the ωB97M-V functional and the def2-TZVPD basis) of a structure of composition C12H12ClNO6RhS2.

The geometry in ORCA input format:
```
! wB97M-V def2-TZVPD RIJCOSX def2/J DEFGRID3
* xyz 0 2
Rh 0.140 -1.245 0.543
O 1.429 -2.677 -0.063
N 0.846 -3.834 -0.424
C 1.661 -4.903 -0.556
C 1.168 -6.100 -0.986
C -0.196 -6.195 -1.290
C -1.001 -5.093 -1.158
C -0.468 -3.874 -0.712
S -1.373 -2.426 -0.551
H 2.688 -4.704 -0.291
H 1.834 -6.945 -1.074
H -0.615 -7.135 -1.621
H -2.058 -5.128 -1.376
O 0.441 -1.790 2.961
Cl -0.533 -0.775 3.342
O 0.138 0.442 3.667
O -1.363 -1.234 4.392
O -1.367 -0.539 2.121
C -2.087 2.106 0.319
S -0.324 1.871 0.511
O 0.047 0.816 -0.511
C 0.237 3.420 -0.165
C 0.467 3.544 -1.527
C 0.903 4.762 -2.023
C 1.103 5.834 -1.162
C 0.880 5.692 0.200
C 0.454 4.474 0.709
H -2.309 2.362 -0.716
H -2.405 2.898 0.996
H -2.552 1.166 0.609
H 0.322 2.687 -2.172
H 1.093 4.875 -3.082
H 1.446 6.783 -1.555
H 1.053 6.524 0.870
H 0.302 4.342 1.773
*
```

Kohn-Sham gap (spin up / spin down) ... 0.279 / 0.281 Eh
Relative energy (zero: lowest compared OMol25 entry of this formula, charge and spin) ... 28.0 kJ/mol
E_HOMO (spin up / spin down) ... -8.1 / -7.9 eV
Strongest force on any atom ... 0.77 eV Å⁻¹
LUMO level (spin up / spin down) ... -0.5 / -0.3 eV

These are the natural (NBO) partial charges, in e, on atoms 1 to 5: atom 1 (Rh): 0.966, atom 2 (O): -0.571, atom 3 (N): 0.004, atom 4 (C): 0.038, atom 5 (C): -0.263

=====

[8]
The following is a DFT calculation (the ωB97M-V functional and the def2-TZVPD basis) of a structure of composition C12H12F6I2IrO5STi.

The geometry in ORCA input format:
```
! wB97M-V def2-TZVPD RIJCOSX def2/J DEFGRID3
* xyz 4 6
I -0.770 3.232 0.725
I -0.574 -3.066 0.139
Ir -0.149 -1.064 -1.731
Ti 0.442 1.000 0.222
S -1.480 -0.251 0.077
C -0.233 0.440 -2.939
C 1.410 1.976 -1.241
C -3.493 -0.129 -0.441
C -4.120 -1.274 0.339
C -3.590 -0.282 -1.937
C -3.903 1.239 0.063
C 1.685 -1.633 -1.799
C -0.712 -2.295 -3.118
O 2.053 2.592 -1.999
O -0.314 1.331 -3.673
O 2.753 -2.079 -1.795
O -1.012 -2.993 -3.988
H -5.204 -1.299 0.147
H -3.970 -1.130 1.417
H -3.684 -2.243 0.061
H -4.645 -0.195 -2.237
H -3.219 -1.259 -2.265
H -3.015 0.496 -2.450
H -4.963 1.406 -0.171
H -3.308 2.037 -0.394
H -3.780 1.304 1.151
C 4.104 0.454 0.695
C 3.074 0.343 1.800
O 1.738 0.499 1.347
C 3.133 -1.075 2.458
F 4.351 -1.382 2.990
F 2.193 -1.232 3.418
F 2.865 -2.000 1.488
C 3.286 1.480 2.860
F 4.528 1.489 3.424
F 3.117 2.680 2.220
F 2.364 1.433 3.845
H 3.852 -0.248 -0.107
H 5.098 0.222 1.094
H 4.095 1.477 0.305
*
```

Kohn-Sham gap (spin up / spin down) ... 0.249 / 0.161 Eh
Relative energy (zero: lowest compared OMol25 entry of this formula, charge and spin) ... 0.0 kJ/mol
E_HOMO (spin up / spin down) ... -23.2 / -23.4 eV
Strongest force on any atom ... 9.00 eV Å⁻¹
LUMO level (spin up / spin down) ... -16.4 / -19.0 eV

These are the natural (NBO) partial charges, in e, on atoms 1 to 5: atom 1 (I): 0.626, atom 2 (I): 0.878, atom 3 (Ir): 0.242, atom 4 (Ti): 0.910, atom 5 (S): -0.061